A structure of composition C3H9NO3 in a non-equilibrium geometry. Source: the Open Molecules 2025 dataset; level of theory: wB97M-V/def2-TZVPD.

Computed properties:
maximum force	0.099	hartree/bohr
frontier orbital gap (spin up / spin down)	8.1 / 7.8	eV
HOMO energy (spin up / spin down)	-8.305 / -8.040	eV
energy above the lowest of the compared OMol25 structures with the same formula, charge and spin	7.167	eV

Each line ends with the Mulliken charge.
Geometry (Å):
C 1.0588 0.3340 0.1057  0.166
C -0.6643 -0.5245 0.0317  -0.333
C 1.9143 -0.5713 -0.7342  -1.237
N -1.2500 0.5826 0.5444  -0.166
O -1.6410 1.4284 -0.4761  -0.315
O 1.4800 0.3347 1.4132  -0.526
O -2.6703 -0.8000 0.6870  -0.697
H -1.9491 2.2227 -0.0196  0.377
H 0.8843 0.8855 1.9373  0.378
H -3.2501 -0.7636 -0.0894  0.270
H 0.9228 1.3305 -0.3192  0.299
H -0.8166 -0.7871 -1.0108  0.405
H -0.4424 -1.2966 0.7542  0.336
H 1.9069 -1.5873 -0.3398  0.324
H 1.5708 -0.5808 -1.7674  0.368
H 2.9457 -0.2073 -0.7169  0.352



A cluster of 2 separate species, C3H9NO3 in total. Source: the Open Molecules 2025 dataset; level of theory: wB97M-V/def2-TZVPD.

Computed properties:
maximum force	0.013	hartree/bohr
frontier orbital gap	10.3	eV
HOMO energy	-9.577	eV
energy above the lowest of the compared OMol25 structures with the same formula, charge and spin	0.888	eV
SMILES string	CNCC(=O)O.O

Each line ends with the Mulliken charge.
Geometry (Å):
C -0.9974 -1.7064 0.5126  -0.901
N 0.1344 -0.7922 0.5197  -0.261
C -0.2233 0.5606 0.8797  -0.539
C 0.7644 1.5501 0.2929  0.438
O 1.9336 1.3677 0.1202  -0.531
O 0.1285 2.6976 -0.0176  -0.457
H -0.7279 -2.6657 0.0721  0.299
H -1.8172 -1.2689 -0.0608  0.328
H -1.4490 -1.9178 1.4967  0.340
H 0.8711 -1.1591 1.1114  0.186
H -0.2931 0.7430 1.9496  0.375
H -1.2016 0.8482 0.4989  0.364
H 0.7609 3.3548 -0.3400  0.345
O 0.6368 -0.2115 -2.5089  -0.662
H 0.8154 -1.0304 -2.9718  0.300
H 0.6644 -0.3698 -1.5548  0.375



A cluster of 2 separate species, C3H9NO3 in total. Source: the Open Molecules 2025 dataset; level of theory: wB97M-V/def2-TZVPD.

Computed properties:
maximum force	0.018	hartree/bohr
frontier orbital gap	10.5	eV
HOMO energy	-9.878	eV
energy above the lowest of the compared OMol25 structures with the same formula, charge and spin	0.844	eV
SMILES string	CC(=O)NCO.O

Each line ends with the Mulliken charge.
Geometry (Å):
C -0.5330 -1.0361 -0.8515  -0.893
C -1.5937 0.0162 -0.6325  0.574
O -2.7242 -0.1216 -1.0513  -0.620
N -1.2516 1.0912 0.1380  -0.174
C 0.0812 1.3453 0.6360  -0.409
O 1.0313 1.6181 -0.3873  -0.536
H -0.3030 -1.5435 0.0872  0.171
H 0.3713 -0.7172 -1.3640  0.346
H -0.9921 -1.7537 -1.5290  0.330
H -1.9470 1.8061 0.2813  0.242
H 0.4690 0.4471 1.0853  0.339
H 0.0429 2.1542 1.3662  0.325
H 0.6591 2.2213 -1.0402  0.311
O 2.1565 -1.7204 1.4430  -0.641
H 2.8024 -1.3585 0.8336  0.324
H 1.7310 -2.4485 0.9853  0.312



A cluster of 2 separate species, C3H9NO3 in total in a non-equilibrium geometry. Source: the Open Molecules 2025 dataset; level of theory: wB97M-V/def2-TZVPD.

Computed properties:
maximum force	0.083	hartree/bohr
frontier orbital gap	10.3	eV
HOMO energy	-9.621	eV
energy above the lowest of the compared OMol25 structures with the same formula, charge and spin	2.227	eV
SMILES string	CC(=O)NCO.O

Each line ends with the Mulliken charge.
Geometry (Å):
C 2.6252 -0.2255 0.9523  -0.846
C 1.3536 0.4795 0.3544  0.568
O 1.4852 1.3780 -0.5194  -0.616
N 0.0351 0.0289 0.5231  -0.234
C -0.2633 -1.4016 0.5530  -0.228
O -0.5238 -1.8782 1.8909  -0.558
H 2.3916 -0.4467 2.0274  0.284
H 3.6262 0.1436 0.6086  0.317
H 2.6551 -1.1569 0.2534  0.209
H -0.5157 0.4533 -0.1859  0.296
H 0.6572 -2.0080 0.2455  0.148
H -1.0128 -1.6650 -0.1257  0.341
H -0.4710 -2.8932 1.9578  0.320
O -3.7352 1.7161 -3.1083  -0.642
H -4.1690 1.9118 -2.2829  0.317
H -3.5103 2.6172 -3.4236  0.325



A structure of composition C3H9NO3 in a non-equilibrium geometry. Source: the Open Molecules 2025 dataset; level of theory: wB97M-V/def2-TZVPD.

Computed properties:
maximum force	0.128	hartree/bohr
frontier orbital gap	10.5	eV
HOMO energy	-9.898	eV
energy above the lowest of the compared OMol25 structures with the same formula, charge and spin	2.482	eV

Each line ends with the Mulliken charge.
Geometry (Å):
H -0.9515 -1.4410 -0.9183  0.453
O 0.0837 -1.9529 -1.3338  -0.910
N -1.3896 -0.6211 0.0185  -0.479
H 0.1459 -1.8378 -2.2272  0.273
H -2.1719 -1.0354 0.5870  0.281
H -1.8666 0.1551 -0.3194  0.273
C -0.2784 -0.2186 0.8575  -0.174
H 0.1169 -1.1473 1.3001  0.402
C 0.7113 0.6993 -0.2244  0.583
O 0.2756 1.7536 -0.3927  -0.447
O 1.7124 0.0647 -0.7797  -0.524
H 1.4404 -0.8792 -0.9884  0.452
C -0.6771 0.8811 1.9870  -1.149
H -1.6626 0.7507 2.4138  0.371
H 0.2556 0.7723 2.7150  0.290
H -0.6874 1.9166 1.6373  0.305



A cluster of 2 separate species, C3H9NO3 in total in a non-equilibrium geometry. Source: the Open Molecules 2025 dataset; level of theory: wB97M-V/def2-TZVPD.

Computed properties:
maximum force	0.033	hartree/bohr
frontier orbital gap	9.8	eV
HOMO energy	-9.076	eV
energy above the lowest of the compared OMol25 structures with the same formula, charge and spin	1.163	eV
SMILES string	NCCC(=O)O.O

Each line ends with the Mulliken charge.
Geometry (Å):
N -0.9461 -1.9849 0.8719  -0.551
C 0.4137 -1.4316 0.6593  -0.292
C 0.3381 -0.0951 -0.0552  -0.489
C 1.5424 0.7960 0.0951  0.489
O 1.9138 1.6096 -0.7067  -0.572
O 2.2849 0.4894 1.1789  -0.457
H -1.6730 -1.2881 0.9326  0.207
H -0.9468 -2.6336 1.6416  0.206
H 0.8746 -1.2836 1.6296  0.321
H 0.8658 -2.1787 0.0115  0.208
H -0.5066 0.4815 0.3558  0.254
H 0.0471 -0.0582 -1.0969  0.344
H 3.1474 0.9159 1.2025  0.331
O -4.1111 0.6941 -1.8259  -0.623
H -5.0789 0.7341 -1.8964  0.311
H -3.9688 1.1211 -2.6842  0.314



A cluster of 2 separate species, C3H9NO3 in total in a non-equilibrium geometry. Source: the Open Molecules 2025 dataset; level of theory: wB97M-V/def2-TZVPD.

Computed properties:
maximum force	0.046	hartree/bohr
frontier orbital gap	10.9	eV
HOMO energy	-10.255	eV
energy above the lowest of the compared OMol25 structures with the same formula, charge and spin	0.176	eV
SMILES string	CCNC(=O)O.O

Each line ends with the Mulliken charge.
Geometry (Å):
C 0.3582 1.8265 -1.5693  -1.112
C -0.7203 1.3759 -0.5633  -0.441
N -0.0969 0.9668 0.6732  -0.129
C -0.1784 -0.2715 1.1997  0.597
O -0.6901 -1.2334 0.6721  -0.624
O 0.4513 -0.3525 2.3983  -0.491
H 0.0125 1.8563 -2.5795  0.344
H 0.7278 2.8081 -1.2904  0.347
H 1.1622 1.0978 -1.5587  0.328
H -1.5156 2.0970 -0.5211  0.315
H -1.1343 0.4550 -0.9707  0.306
H 0.3841 1.6689 1.2091  0.233
H 0.4895 -1.3118 2.5465  0.345
O 0.6297 -2.1152 -2.2427  -0.665
H 0.6158 -2.9589 -1.7664  0.314
H 0.3930 -1.4887 -1.5487  0.333



A cluster of 2 separate species, C3H9NO3 in total in a non-equilibrium geometry. Source: the Open Molecules 2025 dataset; level of theory: wB97M-V/def2-TZVPD.

Computed properties:
maximum force	0.044	hartree/bohr
frontier orbital gap	11.0	eV
HOMO energy	-10.243	eV
energy above the lowest of the compared OMol25 structures with the same formula, charge and spin	0.768	eV
SMILES string	C[C@@H](N)C(=O)O.O

Each line ends with the Mulliken charge.
Geometry (Å):
C 0.0476 -0.9276 2.1036  -1.392
C -0.2887 0.1277 1.0670  0.592
N 0.5592 1.3347 1.0080  -0.652
C -0.2696 -0.5206 -0.3008  0.305
O -1.2258 -0.9863 -0.8698  -0.566
O 0.9866 -0.8617 -0.7041  -0.478
H -0.6144 -1.7863 2.0234  0.382
H 1.0631 -1.3099 1.9568  0.353
H 0.0897 -0.5232 3.1158  0.350
H -1.3212 0.4557 1.1931  0.198
H 0.9767 1.4669 1.9236  0.256
H 1.3835 1.1076 0.4518  0.312
H 0.8621 -1.1433 -1.6252  0.336
O -0.1416 1.3856 -2.1349  -0.652
H 0.3404 1.9986 -1.5688  0.323
H -1.0566 1.4232 -1.8166  0.334